{"formula": "C28H48Br18O4", "method": "ωB97M-V/def2-TZVPD", "e_lumo_ev": 0.08, "e_homo_ev": -8.6808, "e_tot_ha": -47728.873658, "species": ["C", "C", "C", "C", "C", "O", "C", "C", "C", "C", "O", "O", "C", "O", "H", "H", "H", "H", "H", "H", "H", "H", "H", "H", "H", "H", "Br", "C", "C", "Br", "H", "H", "H", "H", "Br", "C", "C", "Br", "H", "H", "H", "H", "Br", "C", "C", "Br", "H", "H", "H", "H", "Br", "C", "C", "Br", "H", "H", "H", "H", "Br", "C", "C", "Br", "H", "H", "H", "H", "Br", "C", "C", "Br", "H", "H", "H", "H", "Br", "C", "C", "Br", "H", "H", "H", "H", "Br", "C", "C", "Br", "H", "H", "H", "H", "Br", "C", "C", "Br", "H", "H", "H", "H"], "coordinates": [[-1.940281, 2.526004, -4.787074], [-0.937507, 1.910466, -4.140157], [-1.163553, 0.838511, -3.095705], [0.104498, 0.101063, -2.815847], [1.164384, 0.483717, -2.086854], [1.292571, 1.654067, -1.467490], [2.098460, 1.693738, -0.267856], [1.248865, 1.674602, 0.987004], [0.339149, 0.438048, 1.155463], [2.197604, -0.600462, -2.193907], [3.203699, -0.810128, -1.595777], [1.763009, -1.471823, -3.183821], [0.411494, -1.222301, -3.380983], [-0.324490, -2.015227, -3.876589], [-2.850061, 1.996139, -5.056858], [-1.851560, 3.576252, -5.045020], [0.091424, 2.162614, -4.393863], [-1.578567, 1.276448, -2.188568], [-1.889649, 0.121588, -3.496008], [2.847942, 0.906135, -0.216153], [2.631247, 2.641461, -0.279390], [0.653523, 2.583871, 1.085443], [1.954330, 1.689889, 1.821704], [-0.679233, 0.757151, 1.379270], [0.689819, -0.199209, 1.967541], [0.281087, -0.183097, 0.259862], [5.729299, -3.186858, 3.604956], [3.944296, -2.512573, 3.989426], [2.916537, -3.051278, 3.032399], [3.011639, -2.178351, 1.298332], [4.008352, -1.429613, 3.961432], [3.724339, -2.839463, 5.003549], [1.915124, -2.839451, 3.400299], [3.024730, -4.116006, 2.856996], [4.858373, 2.684948, 0.793436], [5.450111, 3.870596, 2.216754], [4.844799, 3.477227, 3.536511], [2.973660, 3.990811, 3.644906], [5.185937, 4.877848, 1.911787], [6.533973, 3.776100, 2.256043], [5.341092, 3.992263, 4.356059], [4.882774, 2.405944, 3.706022], [-5.792736, 0.413652, -3.013625], [-5.646067, -0.403997, -4.775448], [-5.109471, -1.807748, -4.702927], [-3.194711, -1.832631, -4.364860], [-5.014230, 0.250324, -5.367375], [-6.655160, -0.401840, -5.181733], [-5.247893, -2.312551, -5.655093], [-5.575101, -2.392713, -3.916183], [-4.523650, -5.167347, -5.944364], [-6.273223, -6.001531, -5.780703], [-7.205524, -5.570012, -6.880235], [-7.882093, -3.768128, -6.595631], [-6.648466, -5.751775, -4.793565], [-6.090694, -7.072353, -5.839084], [-8.087165, -6.207108, -6.905644], [-6.728878, -5.564971, -7.856112], [6.454782, 7.440962, 1.081150], [7.607294, 6.420532, -0.111103], [7.111212, 6.454395, -1.531040], [5.586960, 5.279724, -1.810939], [7.662779, 5.411503, 0.285523], [8.583210, 6.894954, -0.039655], [7.880394, 6.089306, -2.207807], [6.803092, 7.449331, -1.835042], [-8.985385, -5.808472, -10.634436], [-7.451903, -6.278321, -11.735433], [-6.255220, -6.620649, -10.889993], [-5.431512, -5.029664, -10.135772], [-7.267889, -5.436327, -12.394238], [-7.763609, -7.139941, -12.321298], [-5.481702, -7.094191, -11.490091], [-6.512392, -7.266819, -10.056428], [-1.107807, 3.647470, 4.146985], [-1.381799, 4.095933, 6.020722], [-0.116420, 4.605519, 6.656630], [1.131717, 3.162483, 7.018298], [-1.757946, 3.201163, 6.505486], [-2.149523, 4.866314, 6.028177], [-0.329741, 5.058772, 7.622417], [0.405185, 5.320980, 6.028395], [0.648154, -5.639043, 4.697157], [-0.299361, -4.486207, 5.944301], [-1.401410, -3.713407, 5.270294], [-0.709200, -2.238416, 4.209315], [0.443546, -3.837368, 6.396477], [-0.710448, -5.151314, 6.700161], [-2.049764, -3.256879, 6.014710], [-1.993686, -4.327725, 4.600277], [4.406340, 1.853790, 8.888182], [3.727204, 3.184480, 10.132191], [2.995568, 2.549371, 11.284822], [1.227324, 1.931531, 10.766073], [3.098948, 3.857591, 9.556784], [4.604027, 3.718981, 10.490852], [2.827915, 3.277480, 12.075189], [3.522887, 1.691244, 11.688014]], "forces_ev_per_angstrom": [[0.45, -0.29, 0.15], [-0.50, 0.25, -0.24], [0.30, -0.90, -1.04], [-0.10, 0.25, 0.15], [-0.38, 0.08, -0.29], [0.19, -0.57, 0.12], [-0.04, 0.63, 0.70], [-0.19, -0.51, 0.31], [-0.05, 0.22, -0.04], [0.18, -0.34, -0.29], [0.09, 0.26, -0.10], [-0.05, -0.38, 0.58], [-0.09, 0.41, 0.08], [0.30, -0.06, -0.28], [-0.45, 0.37, 1.00], [0.32, -0.34, -1.06], [-0.02, 0.79, 0.93], [0.10, 0.13, -0.02], [-0.01, 0.19, 0.35], [-0.22, -0.17, -0.39], [-0.27, -0.05, -0.42], [0.07, 0.06, -0.23], [0.03, 0.16, -0.06], [-0.01, -0.11, 0.06], [-0.06, -0.01, -0.07], [0.06, 0.02, 0.00], [-0.01, 0.06, -0.02], [0.09, -0.14, 0.08], [-0.13, 0.21, -0.12], [0.13, -0.06, -0.05], [-0.03, 0.01, -0.02], [-0.03, -0.02, -0.01], [0.05, -0.08, 0.05], [0.01, -0.01, 0.04], [0.49, 0.08, 0.35], [0.14, -0.17, -0.14], [-0.10, 0.15, 0.11], [-0.03, -0.04, -0.02], [-0.02, 0.02, 0.04], [0.00, -0.02, 0.03], [0.02, 0.03, -0.03], [0.03, -0.01, -0.02], [0.07, 0.03, -0.03], [-0.16, 0.00, 0.11], [0.23, 0.06, -0.07], [-0.33, -0.25, -0.10], [0.02, -0.02, -0.03], [0.00, -0.02, 0.00], [-0.04, 0.01, -0.01], [-0.06, 0.01, -0.01], [-0.05, -0.01, 0.05], [0.18, -0.03, -0.07], [-0.17, 0.00, 0.04], [0.05, 0.01, -0.05], [-0.03, 0.00, 0.00], [-0.04, -0.01, -0.03], [0.01, -0.01, 0.03], [-0.01, 0.00, 0.08], [-0.01, -0.07, 0.01], [0.00, 0.15, 0.08], [-0.08, -0.17, -0.18], [0.04, 0.16, 0.04], [-0.01, -0.02, -0.03], [0.01, -0.01, -0.03], [0.04, 0.01, 0.04], [0.03, 0.02, 0.02], [0.04, 0.05, -0.01], [-0.18, -0.10, 0.06], [0.18, 0.11, -0.03], [0.03, -0.01, -0.03], [0.03, 0.01, 0.00], [0.02, -0.02, 0.01], [-0.03, 0.00, -0.04], [-0.02, -0.03, -0.02], [0.01, -0.06, 0.04], [-0.04, 0.09, -0.20], [0.09, -0.08, 0.14], [0.05, 0.02, 0.01], [0.02, 0.00, 0.03], [0.02, 0.02, 0.01], [-0.05, -0.01, 0.00], [-0.03, 0.01, -0.04], [0.03, 0.06, 0.01], [0.00, -0.17, -0.04], [0.02, 0.18, 0.02], [-0.06, 0.00, -0.03], [-0.03, 0.03, 0.02], [-0.03, 0.01, 0.00], [0.02, -0.01, 0.02], [0.02, -0.04, 0.01], [-0.07, 0.02, -0.04], [0.17, -0.05, -0.03], [-0.18, 0.07, 0.02], [0.03, -0.07, 0.04], [-0.04, -0.02, 0.01], [-0.01, -0.01, 0.03], [0.03, 0.03, -0.02], [0.03, 0.00, -0.01]], "lowdin_charge": [0.010, -0.146, -0.128, -0.065, -0.159, 0.034, -0.241, -0.218, -0.088, -0.342, 0.121, 0.147, -0.385, 0.089, 0.047, 0.052, 0.107, 0.134, 0.017, 0.078, 0.037, 0.103, 0.069, 0.071, 0.027, 0.063, 0.601, -0.695, -0.717, 0.698, 0.046, 0.054, -0.031, 0.037, 0.739, -0.679, -0.675, 0.627, 0.003, 0.059, 0.060, 0.050, 0.596, -0.689, -0.724, 0.749, 0.041, 0.053, -0.011, 0.050, 0.651, -0.674, -0.709, 0.623, 0.051, 0.057, 0.058, -0.044, 0.627, -0.683, -0.694, 0.612, 0.044, 0.057, 0.058, 0.049, 0.613, -0.693, -0.686, 0.659, 0.050, 0.058, 0.058, 0.049, 0.602, -0.694, -0.687, 0.592, 0.049, 0.057, 0.058, 0.047, 0.634, -0.690, -0.687, 0.659, 0.049, 0.057, 0.058, 0.051, 0.592, -0.702, -0.697, 0.590, 0.029, 0.057, 0.057, 0.048]}